Entry 1:
24
Properties=species:S:1:pos:R:3 method="wB97M-V/def2-TZVPD" charge=+1 homo_energy_ev=-12.52 e_lumo_ev=-3.6 relative_energy_ev=3.143
C -1.3897 -1.6384 0.3713
C -2.7110 -1.6073 0.6697
C -2.0016 0.4999 -0.3422
C 1.3130 0.3584 0.9700
C 2.3305 -1.5033 -0.0468
C 1.1102 -1.1424 -1.0969
C -2.0118 1.6867 -1.2953
C 0.6458 1.3800 1.7240
N 2.1446 -0.4775 0.9708
N -1.0225 -0.4364 -0.2079
N 0.2253 -0.0741 -0.6637
S -3.4018 -0.0651 0.4593
H -0.6420 -2.4565 0.6261
H -3.2988 -2.3653 1.2008
H 2.1419 -2.5046 0.4499
H 3.2239 -1.4252 -0.6147
H 1.4643 -0.8264 -2.0202
H 0.6410 -2.0637 -1.2328
H -1.7864 1.1829 -2.2444
H -3.0254 2.0936 -1.3507
H -1.1987 2.3679 -1.0917
H 0.1679 0.8989 2.6159
H -0.0973 1.8910 1.0040
H 1.3930 2.0760 2.2584



Entry 2:
24
Properties=species:S:1:pos:R:3 method="wB97M-V/def2-TZVPD" homo_energy_ev=-8.52 e_lumo_ev=0.4 smiles=Cc1c[nH]cn1.Cc1c[nH]cn1 relative_energy_ev=0.641
C -1.4130 -2.3429 -2.5776
C 1.2057 0.0317 -3.1500
C -0.2825 -1.3797 -2.5445
C 0.4514 -1.0910 -1.4230
N 0.1856 -0.6406 -3.5986
N 1.4340 -0.2466 -1.8423
H 1.6954 0.8090 -3.7061
H 2.0763 0.2485 -1.2497
H 0.3481 -1.4273 -0.4087
H -1.4214 -2.8960 -3.5252
H -2.3947 -1.8709 -2.5562
H -1.3165 -3.1285 -1.8329
C -1.1786 0.7558 3.8521
C 1.0139 0.9182 2.4602
C -0.3013 1.1556 2.7070
C 0.0325 1.7352 0.6768
N 1.2272 1.3014 1.1512
N -0.9131 1.6515 1.5586
H 1.7660 0.6583 3.1823
H 2.1001 1.6303 0.7698
H -1.6402 1.6346 4.2857
H -0.6474 0.2079 4.6288
H -0.0526 2.1471 -0.3145
H -1.9751 0.1385 3.4566



Entry 3:
26
Properties=species:S:1:pos:R:3 method="wB97M-V/def2-TZVPD" homo_energy_ev=-7.46 e_lumo_ev=0.6 relative_energy_ev=0.843
C -0.0139 -1.7674 2.4490
C -1.3659 -2.3380 0.9131
C -1.1891 -0.9567 0.7733
C 1.6336 0.8633 -1.7901
C -0.6281 0.6106 -0.9846
C 2.6690 1.8247 -1.1809
C -1.3566 1.5824 -1.9218
C 0.3390 0.7344 2.0306
N -0.6383 -2.8246 1.9460
N -0.2166 -0.6306 1.7720
N -2.1113 -3.2594 0.2368
N 0.6260 0.4412 -0.9015
O 1.4681 0.6001 -2.9378
O -1.5452 -0.1096 -0.2519
H 0.8456 -1.8085 2.9994
H 3.2268 1.2180 -0.4076
H 3.3436 1.9315 -2.0361
H 2.1923 2.5871 -0.4770
H -2.2349 1.9606 -1.4143
H -0.6020 2.2979 -2.1417
H -1.7183 1.0996 -2.7854
H 0.5490 0.8436 3.0662
H 1.3005 0.9840 1.4139
H -0.3839 1.4787 1.7828
H -2.2135 -3.0905 -0.7166
H -1.9759 -4.2724 0.5642



Entry 4:
25
Properties=species:S:1:pos:R:3 method="wB97M-V/def2-TZVPD" homo_energy_ev=-8.62 e_lumo_ev=0.4 relative_energy_ev=0.000
C -2.8542 -0.5740 1.0718
C 2.5635 0.2595 -2.6193
C -3.8674 -0.0511 0.2646
C 2.1354 -0.2999 -1.4255
C -1.6748 -0.1029 0.5130
C 1.6776 1.3078 -2.8855
C 0.8064 -1.9997 1.3312
C 0.7845 1.0963 2.1624
N -3.3565 0.6805 -0.7110
N 1.0465 0.3532 -0.9774
N -2.0502 0.6487 -0.5528
N 0.7591 1.3368 -1.8797
Si 0.0969 -0.2682 1.0405
H -2.9552 -1.2025 1.9339
H 3.3971 -0.0766 -3.2097
H -4.9261 -0.1835 0.3664
H 2.5593 -1.1262 -0.8864
H 0.2362 -2.5375 2.0851
H 0.7880 -2.5898 0.4203
H 1.8374 -1.9431 1.6737
H 0.3452 2.0582 1.9148
H 0.5865 0.8987 3.2127
H 1.8593 1.1888 2.0385
H 1.6184 2.0117 -3.6905
H -1.4129 1.1148 -1.1913



Entry 5:
22
Properties=species:S:1:pos:R:3 method="wB97M-V/def2-TZVPD" charge=-1 homo_energy_ev=-1.54 e_lumo_ev=3.6 smiles="C=C/C(=C/C)C(=C)N(C)[O-]" relative_energy_ev=1.376
C -2.1293 1.1915 -1.7962
C 2.2734 -0.0193 -0.3197
C -0.9846 1.0749 -1.0367
C -0.6258 -1.2767 -0.8278
C -0.2329 -0.0342 -0.5824
C 1.1380 0.4123 0.2613
C 0.1535 -2.4496 -0.4091
C -0.2902 0.9536 2.2372
N 0.9796 0.9015 1.4889
O 2.0023 1.0663 2.2815
H -2.5884 2.2098 -2.0839
H -2.4433 0.2491 -2.2219
H 3.2562 0.1258 0.1671
H 2.2011 0.0148 -1.4127
H -0.5744 2.0303 -0.7487
H -1.5066 -1.4711 -1.4759
H 1.1697 -1.9741 -0.1538
H -0.2939 -3.0318 0.3839
H 0.2839 -3.0279 -1.2726
H -1.1031 0.2746 1.9702
H -0.0076 0.8751 3.2443
H -0.6775 1.9050 2.3070



Entry 6:
22
Properties=species:S:1:pos:R:3 method="wB97M-V/def2-TZVPD" charge=+1 homo_energy_ev=-13.87 e_lumo_ev=-3.5 smiles=C[C@H]1c2oc[n+](C)c2[C@@H]1C relative_energy_ev=1.463
C 0.0511 1.6639 1.9002
C 0.1744 -0.0214 0.5827
C -0.4409 1.0069 -0.0475
C -0.0264 -0.9129 -0.9808
C -0.6950 0.4268 -1.4154
C 1.2710 -1.3010 -1.6037
C -2.1504 0.3223 -1.8423
C 1.1898 -0.3175 2.8614
N 0.5010 0.4092 1.8316
O -0.5210 2.0634 0.7887
H 0.1247 2.3179 2.7496
H -0.7227 -1.7251 -0.8061
H -0.1123 0.9345 -2.1874
H 1.9920 -0.4864 -1.5746
H 1.0869 -1.5579 -2.6477
H 1.6955 -2.1738 -1.1134
H -2.7438 -0.1863 -1.0867
H -2.2136 -0.2444 -2.7675
H -2.5659 1.3113 -2.0139
H 1.4672 0.3546 3.6708
H 0.5498 -1.1084 3.2553
H 2.0887 -0.7756 2.4466



Entry 7:
24
Properties=species:S:1:pos:R:3 method="wB97M-V/def2-TZVPD" homo_energy_ev=-7.87 e_lumo_ev=0.3 smiles="CC(N)=P(O)(O)c1ccccc1" relative_energy_ev=3.916
C -3.1787 0.1695 -0.4794
C -2.3606 0.4030 -1.4966
C -2.6861 0.4469 0.8324
C -0.9664 0.5948 -1.3084
C -1.3606 0.6587 1.0707
C -0.4753 0.5747 -0.0704
C 2.9788 -1.3756 0.2841
C 1.5081 -1.0685 0.7813
N 0.5635 -1.8884 0.1016
O 1.5003 2.0207 -1.0224
O 1.4464 1.5547 1.6503
P 1.3045 0.7798 0.1283
H -4.2692 -0.0920 -0.5093
H -2.5762 0.3233 -2.5449
H -3.4803 0.4849 1.6046
H -0.1846 0.6574 -2.0076
H -0.9282 0.9156 2.0259
H 3.2383 -1.6351 -0.8140
H 3.6783 -0.5032 0.5053
H 3.3155 -2.2887 0.7831
H 0.6581 2.4602 -1.1999
H -0.4389 -1.8513 0.3885
H 0.7953 -2.2709 -0.8489
H 1.9180 0.9295 2.1458



Entry 8:
22
Properties=species:S:1:pos:R:3 method="wB97M-V/def2-TZVPD" homo_energy_ev="-7.55 / -7.80" e_lumo_ev="0.6 / 0.6" relative_energy_ev=2.192
C -3.0052 1.4033 -0.0051
C -3.7733 0.2877 0.3135
C -1.6521 1.2409 -0.2673
C -3.1679 -0.9560 0.3604
C -1.1921 -0.0523 -0.1817
C 1.3555 -1.7870 0.2155
C 3.7320 0.6846 0.1003
C 1.2955 -0.4811 -0.4994
N -1.8686 -1.1052 0.1142
P 1.8973 1.0096 0.2832
H -3.4567 2.3860 -0.0390
H -4.8264 0.3913 0.5273
H -1.0049 2.0663 -0.5136
H -3.7147 -1.8568 0.6107
H 1.5382 -1.6378 1.2795
H 0.4199 -2.3373 0.1047
H 2.1543 -2.4136 -0.1898
H 4.2848 1.6064 0.2751
H 3.9606 0.2993 -0.8949
H 4.0265 -0.0484 0.8495
H 1.1897 -0.5091 -1.5745
H 1.8075 1.8092 -0.8686